Density functional theory data (ωB97M-V/def2-TZVPD) for a 11-piece molecular cluster, H22O11 overall.

Geometry as XYZ:
```
33
Properties=species:S:1:pos:R:3:lowdin_charge:R:1
O 1.327 -1.249 3.234 -0.123
H 1.179 -1.649 2.240 0.084
H 1.044 -0.332 3.175 -0.003
O 2.260 1.295 1.520 -0.047
H 2.928 1.417 0.859 0.044
H 1.858 2.238 1.522 0.099
O 2.483 -2.362 -0.628 -0.119
H 2.181 -1.569 -1.146 -0.030
H 3.204 -1.928 -0.035 0.088
O -2.306 2.771 1.472 -0.082
H -3.166 2.182 1.128 0.156
H -1.689 2.795 0.821 -0.112
O -1.346 -1.401 -2.309 -0.036
H -1.288 -0.930 -1.524 -0.037
H -2.310 -1.623 -2.372 0.092
O 0.132 0.250 -0.180 -0.062
H 0.912 0.289 0.387 0.025
H -0.221 1.119 -0.499 0.055
O -1.465 1.520 -3.192 -0.104
H -2.183 1.736 -2.531 0.054
H -1.742 0.549 -3.243 0.038
O -0.207 3.081 -0.245 0.050
H 0.476 3.254 -0.856 0.074
H 0.182 2.933 0.511 -0.054
O -2.370 -1.287 2.081 -0.057
H -1.785 -1.395 1.324 -0.009
H -1.951 -0.939 2.851 0.016
O 1.568 -0.579 -2.420 -0.244
H 1.032 -1.259 -3.129 0.155
H 0.760 -0.291 -1.659 0.088
O -0.123 -2.713 1.031 0.048
H 0.419 -2.404 0.457 -0.102
H 0.217 -3.509 1.366 0.057
```

As for the net charge: 0. The energy relative to the best compared isomer or geometry (same formula, charge and spin) comes out at 451.8 kJ/mol. As for the structure (SMILES): O.O.O.O.O.O.O.O.O.O.O.

Density functional theory data (ωB97M-V/def2-TZVPD) for a 12-piece molecular cluster, C46H86N2O22 overall.

Geometry as XYZ:
```
156
Properties=species:S:1:pos:R:3:lowdin_charge:R:1
O 9.915 16.702 -16.506 0.059
C 11.032 17.192 -16.674 -0.579
O 11.491 17.780 -17.700 0.068
C 10.591 18.019 -18.746 -0.220
C 11.324 18.523 -19.971 -0.080
C 12.071 17.136 -15.573 0.042
H 9.809 18.770 -18.633 0.131
H 10.122 17.133 -19.174 0.098
H 12.033 17.852 -20.455 0.081
H 11.942 19.353 -19.627 0.080
H 10.711 18.997 -20.737 0.065
H 12.762 16.297 -15.650 0.082
H 11.382 16.961 -14.747 0.080
H 12.501 18.127 -15.425 0.090
O 10.716 15.397 -25.607 0.087
C 10.499 14.823 -24.558 -0.525
O 9.790 15.142 -23.490 0.003
C 9.129 16.400 -23.391 -0.205
C 9.753 17.229 -22.267 -0.074
C 11.154 13.433 -24.395 0.017
H 8.062 16.320 -23.187 0.115
H 9.093 17.034 -24.276 0.119
H 9.508 16.775 -21.307 0.048
H 9.564 18.281 -22.482 0.082
H 10.835 17.111 -22.324 0.077
H 11.175 13.088 -23.361 0.062
H 12.208 13.501 -24.666 0.081
H 10.663 12.661 -24.986 0.082
O 12.998 14.474 -17.606 0.059
C 12.901 13.384 -18.213 -0.527
O 11.828 12.895 -18.746 0.024
C 10.576 13.513 -18.795 -0.233
C 10.283 14.313 -20.006 -0.038
C 14.088 12.514 -18.536 0.026
H 10.505 14.140 -17.906 0.108
H 9.817 12.743 -18.658 0.092
H 9.268 14.706 -20.062 0.071
H 10.301 13.805 -20.970 0.079
H 11.058 15.078 -19.963 0.087
H 14.754 12.662 -17.686 0.088
H 14.609 12.925 -19.401 0.096
H 13.721 11.491 -18.618 0.089
O 8.920 13.286 -13.191 0.074
C 9.078 12.534 -14.154 -0.568
O 8.998 11.274 -14.234 0.034
C 8.732 10.470 -13.060 -0.169
C 7.312 9.885 -13.133 -0.064
C 9.379 13.052 -15.552 0.035
H 8.742 10.992 -12.103 0.119
H 9.449 9.665 -12.899 0.124
H 7.300 9.300 -12.213 0.084
H 7.079 9.324 -14.038 0.075
H 6.513 10.627 -13.138 0.053
H 9.635 14.110 -15.606 0.084
H 8.404 12.993 -16.035 0.047
H 10.083 12.395 -16.061 0.093
O 5.036 12.033 -18.149 0.049
C 5.945 11.520 -18.825 -0.440
O 5.944 10.300 -19.457 -0.013
C 4.689 9.692 -19.692 -0.197
C 3.791 10.591 -20.581 -0.048
C 7.375 12.103 -18.754 0.033
H 4.277 9.335 -18.748 0.120
H 4.858 8.843 -20.355 0.120
H 4.270 10.944 -21.494 0.061
H 3.259 11.413 -20.102 0.063
H 3.072 9.918 -21.047 0.077
H 7.484 12.733 -19.637 0.071
H 8.227 11.429 -18.657 0.090
H 7.524 12.843 -17.968 0.048
O 7.418 13.523 -22.143 0.072
C 6.180 13.430 -22.048 -0.546
O 5.415 12.720 -22.772 -0.007
C 5.895 11.968 -23.852 -0.188
C 4.693 11.432 -24.699 -0.048
C 5.371 14.147 -20.997 0.042
H 6.236 11.085 -23.311 0.122
H 6.692 12.409 -24.451 0.132
H 4.297 12.194 -25.371 0.071
H 3.842 11.069 -24.123 0.068
H 5.065 10.605 -25.305 0.075
H 5.583 15.216 -21.030 0.092
H 5.385 13.560 -20.079 0.064
H 4.307 14.029 -21.200 0.083
O 9.195 19.107 -11.309 0.086
C 9.840 19.840 -12.060 -0.501
O 9.771 19.962 -13.369 0.013
C 8.707 19.472 -14.026 -0.271
C 8.777 19.910 -15.472 -0.033
C 10.796 20.897 -11.474 0.019
H 7.751 19.570 -13.511 0.134
H 8.829 18.391 -14.082 0.110
H 8.184 19.195 -16.043 0.066
H 9.760 19.854 -15.940 0.075
H 8.469 20.951 -15.574 0.081
H 10.403 21.880 -11.732 0.081
H 11.730 20.889 -12.036 0.080
H 10.899 20.917 -10.389 0.084
O 3.575 21.112 -18.797 0.094
C 4.701 21.086 -18.335 -0.487
O 5.828 20.629 -18.959 -0.010
C 5.710 20.138 -20.255 -0.256
C 7.130 19.905 -20.769 -0.076
C 4.902 21.347 -16.857 0.019
H 5.245 20.820 -20.967 0.123
H 5.152 19.205 -20.329 0.123
H 7.647 19.364 -19.976 0.051
H 7.682 20.843 -20.827 0.076
H 7.194 19.426 -21.746 0.078
H 5.362 22.307 -16.620 0.086
H 5.436 20.525 -16.379 0.075
H 3.933 21.304 -16.361 0.086
C 2.104 14.434 -18.781 -0.087
C 2.147 14.336 -17.238 -0.230
C 1.981 15.708 -16.515 -0.178
C 0.606 16.178 -16.329 -0.237
N -0.452 16.520 -16.083 0.141
H 1.355 15.114 -19.187 0.076
H 1.995 13.452 -19.241 0.060
H 2.972 14.913 -19.236 0.055
H 3.043 13.811 -16.906 0.077
H 1.332 13.739 -16.828 0.101
H 2.553 16.490 -17.015 0.114
H 2.373 15.589 -15.505 0.111
C 2.263 11.600 -14.374 -0.090
C 3.055 10.815 -15.429 -0.255
C 4.541 10.837 -15.133 -0.202
C 5.186 12.147 -15.046 -0.167
N 5.659 13.220 -14.980 0.211
H 2.455 12.672 -14.331 0.068
H 2.598 11.220 -13.409 0.072
H 1.183 11.462 -14.313 0.076
H 2.881 11.179 -16.441 0.090
H 2.670 9.813 -15.618 0.115
H 5.067 10.284 -15.912 0.115
H 4.578 10.235 -14.226 0.111
C 6.782 15.721 -11.652 -0.144
C 7.203 15.786 -13.131 -0.113
O 6.606 17.044 -13.531 0.015
C 5.715 17.465 -12.589 -0.541
O 4.988 18.425 -12.755 0.130
O 5.799 16.675 -11.520 0.090
H 7.666 15.842 -11.026 0.138
H 6.395 14.702 -11.634 0.129
H 6.761 14.939 -13.656 0.078
H 8.290 15.787 -13.055 0.120
C 6.640 16.601 -16.866 -0.138
C 6.784 15.195 -17.248 -0.122
O 7.267 15.356 -18.589 0.059
C 6.906 16.541 -19.042 -0.575
O 7.247 17.012 -20.121 0.102
O 6.323 17.221 -18.072 0.092
H 7.558 17.085 -16.532 0.110
H 5.865 16.765 -16.117 0.141
H 5.831 14.671 -17.309 0.114
H 7.330 14.551 -16.559 0.091
```

For the total energy, the calculation gives -97119.7033 eV. As for the net charge: 0. As for the structure (SMILES): CCOC(C)=O.CCOC(C)=O.CCOC(C)=O.CCOC(C)=O.CCOC(C)=O.CCOC(C)=O.CCOC(C)=O.CCOC(C)=O.O=C1OCCO1.O=C1OCCO1.CCCC#N.CCCC#N.

Density functional theory data (ωB97M-V/def2-TZVPD) for an isolated ion of composition C7H12N and charge +1.

Geometry as XYZ:
```
20
Properties=species:S:1:pos:R:3:lowdin_charge:R:1
C -2.684 0.264 -0.306 0.039
C 0.971 -2.121 -0.295 0.072
C 1.930 1.609 -0.225 0.090
C -1.467 0.755 -0.336 -0.088
C -0.066 -1.331 -0.509 -0.118
C 1.064 0.772 -0.785 -0.100
C -0.013 0.075 -0.035 -0.428
N 0.076 0.208 1.500 0.260
H -3.467 0.846 -0.547 0.033
H -2.944 -0.776 0.008 0.097
H 0.925 -3.116 -0.484 0.038
H 2.014 -1.982 0.090 0.110
H 2.745 1.849 -0.703 0.024
H 1.793 2.015 0.715 0.049
H -1.464 1.825 -0.680 0.128
H -0.894 -1.810 -0.967 0.113
H 1.161 0.348 -1.834 0.161
H -0.577 -0.470 1.833 0.153
H -0.040 1.250 1.756 0.216
H 0.936 -0.209 1.805 0.150
```

As for the net charge: +1. The energy relative to the best compared isomer or geometry (same formula, charge and spin) comes out at 337.0 kJ/mol. As for the structure (SMILES): C=CC([NH3+])(C=C)C=C.

Density functional theory data (ωB97M-V/def2-TZVPD) for an isolated ion of composition C2H5N4S and charge -1.

Geometry as XYZ:
```
12
Properties=species:S:1:pos:R:3:lowdin_charge:R:1
C -0.387 -0.053 -0.515 -0.476
C -1.317 -0.704 0.666 -0.066
N 1.351 1.217 0.175 -0.102
N 0.830 -0.756 -0.798 -0.035
N -0.002 1.238 -0.016 -0.103
N 1.763 0.034 -0.252 -0.733
S 3.365 -0.477 0.194 0.157
H -0.923 -0.215 -1.437 0.092
H -2.059 0.090 0.852 0.051
H -0.748 -0.854 1.591 0.058
H -1.651 -1.605 0.285 0.010
H -0.221 2.086 -0.746 0.146
```

As for the net charge: -1. The energy relative to the best compared isomer or geometry (same formula, charge and spin) comes out at 56.1 kJ/mol. As for the structure (SMILES): C[C@@H]1[N-][N+](=S)[N-]N1.

Density functional theory data (ωB97M-V/def2-TZVPD) for a single C13H23N3O3S molecule.

Geometry as XYZ:
```
43
Properties=species:S:1:pos:R:3:lowdin_charge:R:1
C -3.383 -0.909 2.352 -0.116
C -4.624 -0.500 1.566 -0.265
C -5.006 -1.507 0.474 -0.266
C -4.431 -1.194 -0.900 -0.439
H -4.827 -1.886 -1.643 0.072
H -4.640 -0.168 -1.195 0.072
S -2.614 -1.388 -1.016 1.002
C -2.137 0.247 -0.769 -0.692
N -2.887 1.295 -0.617 0.040
N -2.050 2.343 -0.466 0.100
C -0.843 1.899 -0.534 -0.350
C 0.414 2.664 -0.396 -0.077
H 1.064 2.458 -1.248 0.131
H 0.159 3.723 -0.379 0.126
C 1.163 2.283 0.898 -0.160
N 1.639 0.926 0.886 0.082
C 2.886 0.621 0.432 -0.564
O 3.738 1.445 0.204 0.090
O 3.001 -0.711 0.324 0.035
C 4.258 -1.312 -0.076 -0.574
C 5.356 -0.963 0.927 -0.020
H 5.549 0.106 0.916 0.079
H 6.270 -1.490 0.667 0.089
H 5.052 -1.255 1.930 0.091
C 3.971 -2.814 -0.058 -0.024
H 4.859 -3.364 -0.354 0.088
H 3.675 -3.125 0.940 0.086
H 3.162 -3.047 -0.746 0.086
C 4.636 -0.855 -1.485 -0.020
H 3.827 -1.074 -2.178 0.091
H 5.531 -1.376 -1.811 0.089
H 4.827 0.215 -1.493 0.079
H 0.968 0.174 0.898 0.139
H 2.043 2.922 0.992 0.123
H 0.510 2.430 1.762 0.129
O -0.820 0.548 -0.727 0.064
H -4.705 -2.512 0.776 0.106
H -6.093 -1.511 0.354 0.109
H -4.466 0.479 1.111 0.087
H -5.456 -0.409 2.267 0.103
H -3.547 -1.859 2.857 0.073
H -3.151 -0.158 3.103 0.071
H -2.518 -1.019 1.703 0.033
```

As for the net charge: 0. The energy relative to the best compared isomer or geometry (same formula, charge and spin) comes out at 17.1 kJ/mol. As for the structure (SMILES): CCCCSc1nnc(CCNC(=O)OC(C)(C)C)o1.

Density functional theory data (ωB97M-V/def2-TZVPD) for C9H23BN3OPSr as an isolated structure.

Geometry as XYZ:
```
39
Properties=species:S:1:pos:R:3:mulliken_spin:R:1
Sr 0.003 -0.991 0.390 0.033
H -3.998 -1.816 3.390 -0.002
H 0.665 1.409 -0.212 -0.003
P -2.057 -0.163 -1.687 0.054
C -2.926 -1.786 -1.613 0.020
H -3.745 -1.786 -2.345 0.001
H -2.234 -2.603 -1.846 0.003
H -3.347 -1.947 -0.611 -0.002
C -3.511 0.919 -1.428 0.021
H -3.254 1.947 -1.711 -0.013
H -4.348 0.558 -2.046 0.005
H -3.789 0.905 -0.367 -0.015
C -1.954 -0.015 -3.509 0.024
H -1.196 -0.708 -3.897 -0.004
H -2.929 -0.252 -3.962 0.006
H -1.670 1.011 -3.778 0.000
C 0.932 0.144 -1.792 -0.005
O 1.420 0.512 -2.775 0.002
H 0.697 1.796 1.476 -0.001
H 0.262 2.963 0.334 0.009
H -2.100 2.370 0.405 0.003
H -1.531 0.507 1.273 0.056
B -1.334 1.507 0.644 0.749
N 0.163 1.963 0.566 0.048
H -3.997 -1.080 3.430 0.003
H 0.314 -2.485 -1.392 -0.001
N 1.755 0.994 2.801 0.004
C 2.767 0.205 2.170 0.001
C 4.121 0.422 2.406 0.002
C 5.039 -0.300 1.636 0.000
C 4.558 -1.215 0.689 0.002
C 3.192 -1.393 0.519 0.004
N 2.300 -0.648 1.242 0.004
H 1.033 0.405 3.243 -0.003
H 2.168 1.589 3.513 0.001
H 4.417 1.131 3.183 0.000
H 6.115 -0.167 1.781 0.000
H 5.246 -1.786 0.064 0.000
H 2.753 -2.119 -0.180 -0.006
```

As for the net charge: +1. As for the spin multiplicity: 2. The expectation value of S² is 0.753. The energy relative to the best compared isomer or geometry (same formula, charge and spin) comes out at 0.0 kJ/mol.

Density functional theory data (ωB97M-V/def2-TZVPD) for C21H28FLaN8O3S as an isolated structure.

Geometry as XYZ:
```
63
Properties=species:S:1:pos:R:3:lowdin_charge:R:1
La 0.323 -1.334 1.278 1.951
C 0.050 -1.066 6.485 -0.029
N -0.512 -2.272 5.882 -0.139
C -0.653 -3.401 6.814 -0.008
C -0.522 -2.371 4.536 -0.404
N 0.068 -1.551 3.722 -0.015
N -1.307 -3.419 4.057 0.156
C -1.473 -3.912 2.779 -0.475
N -2.385 -4.900 2.724 0.192
N -0.799 -3.477 1.755 -0.041
H -0.308 -1.003 7.509 0.101
H -0.295 -0.179 5.956 0.100
H 1.144 -1.092 6.504 0.107
H -1.307 -3.110 7.633 0.103
H 0.321 -3.676 7.218 0.107
H -1.067 -4.289 6.347 0.081
H 0.631 -0.894 4.251 0.049
H -1.928 -3.811 4.741 0.134
H -2.878 -5.234 3.533 0.123
H -2.611 -5.327 1.843 0.128
H -1.045 -4.026 0.936 0.079
C -2.213 4.084 -3.258 -0.042
C -2.058 2.815 -4.077 -0.281
C -1.353 3.075 -5.392 -0.142
C -1.240 1.796 -6.200 -0.112
C -0.530 0.734 -5.399 -0.119
C 0.191 -0.259 -6.008 0.081
C 0.836 -1.247 -5.257 -0.249
F 1.524 -2.184 -5.913 0.103
C 0.784 -1.272 -3.903 0.080
C 0.058 -0.261 -3.250 -0.050
C -0.031 -0.271 -1.817 -0.294
O 0.515 -1.181 -1.091 -0.203
C -0.767 0.767 -1.219 -0.044
C -1.380 1.722 -1.980 0.045
N -1.304 1.746 -3.312 0.054
C -0.591 0.744 -3.985 -0.047
C -0.806 0.614 0.270 -0.670
O -1.636 -0.198 0.766 -0.099
O 0.213 0.953 0.938 -0.132
H -2.511 4.886 -3.932 0.097
H -1.268 4.375 -2.792 0.100
H -2.982 4.011 -2.489 0.085
H -3.042 2.390 -4.284 0.163
H -0.361 3.495 -5.194 0.141
H -1.924 3.828 -5.934 0.132
H -0.715 1.964 -7.140 0.130
H -2.243 1.443 -6.458 0.138
H 0.268 -0.291 -7.090 0.146
H 1.282 -2.042 -3.332 0.138
H -1.963 2.507 -1.522 0.141
S 3.094 -1.161 1.602 0.562
C 3.269 0.524 1.341 -0.851
N 3.275 1.126 0.162 0.044
C 3.552 2.566 0.247 -0.088
C 3.644 2.790 1.776 -0.087
N 3.464 1.425 2.301 0.045
H 3.222 0.597 -0.692 0.150
H 2.746 3.142 -0.199 0.119
H 4.480 2.803 -0.263 0.125
H 2.859 3.446 2.138 0.121
H 4.606 3.194 2.076 0.124
H 3.591 1.153 3.260 0.145
```

As for the net charge: +2. The energy relative to the best compared isomer or geometry (same formula, charge and spin) comes out at 31.0 kJ/mol.

Density functional theory data (ωB97M-V/def2-TZVPD) for C4H17NO5S as an isolated structure.

Geometry as XYZ:
```
28
Properties=species:S:1:pos:R:3:mulliken_spin:R:1
C -1.381 -1.156 -0.738 -0.002
C -1.006 0.200 -0.147 0.059
C -1.835 1.322 -0.814 -0.024
S -3.149 1.918 0.300 0.982
N 0.420 0.520 -0.315 0.009
C 1.330 -0.432 0.353 0.003
O 1.656 -1.483 -0.476 0.001
H -0.670 -1.916 -0.414 0.001
H -1.311 -1.197 -1.828 0.001
H -2.409 -1.404 -0.455 0.001
H -1.201 0.184 0.926 -0.031
H -1.199 2.177 -1.045 0.016
H -2.314 0.986 -1.731 -0.015
H 0.624 0.559 -1.303 0.001
H 2.233 0.123 0.644 -0.001
H 0.826 -0.803 1.267 -0.001
H 2.002 -4.087 0.926 0.000
H 0.475 -4.128 0.772 0.000
O 1.203 -4.678 1.118 0.000
H -0.464 4.385 0.224 0.002
H -1.806 4.764 -0.385 -0.001
O -0.919 5.117 -0.262 0.000
H 2.477 -2.294 0.044 0.000
H 3.568 -3.439 -0.397 0.000
O 3.220 -3.077 0.440 0.000
H 0.372 2.201 0.630 -0.001
H -0.814 2.692 1.465 -0.002
O 0.072 2.946 1.198 0.000
```

As for the net charge: -1. As for the spin multiplicity: 2. The expectation value of S² is 0.753. The energy relative to the best compared isomer or geometry (same formula, charge and spin) comes out at 0.0 kJ/mol.